No. 1
# C30H36AsN4O8PbS3

C30H36AsN4O8PbS3 as an isolated structure (ωB97M-V/def2-TZVPD, the OMol25 dataset).

The calculation puts the highest occupied orbital energy at -10.862 eV. The relative energy (zero: lowest compared OMol25 entry of this formula, charge and spin) is 0.29 kJ/mol. As for the charge: +1. The HOMO-LUMO gap comes out at 0.3218 hartree.

Cartesian coordinates (Å):
Pb  0.120  -0.339  -0.766
C  2.721  -1.965  0.809
N  1.473  -1.334  1.265
C  1.793  -0.279  2.237
C  0.727  0.775  2.364
C  0.425  1.340  3.593
C  -0.486  2.378  3.649
C  -1.072  2.824  2.475
C  -0.733  2.197  1.292
N  0.150  1.195  1.237
C  0.601  -2.341  1.885
C  0.003  -3.297  0.883
C  -0.674  -4.424  1.328
C  -1.269  -5.258  0.400
C  -1.155  -4.955  -0.950
C  -0.454  -3.822  -1.306
N  0.113  -3.005  -0.413
C  3.539  -1.059  -0.076
C  4.925  -1.104  -0.073
C  5.622  -0.294  -0.956
C  4.914  0.538  -1.809
C  3.532  0.529  -1.738
N  2.860  -0.249  -0.888
H  3.322  -2.289  1.668
H  2.457  -2.857  0.240
H  2.004  -0.711  3.221
H  2.706  0.220  1.901
H  0.890  0.955  4.490
H  -0.744  2.827  4.599
H  -1.794  3.628  2.471
H  -1.183  2.486  0.351
H  1.162  -2.912  2.638
H  -0.210  -1.825  2.411
H  -0.743  -4.628  2.389
H  -1.815  -6.134  0.724
H  -1.603  -5.580  -1.709
H  -0.343  -3.542  -2.348
H  5.447  -1.764  0.608
H  6.703  -0.312  -0.975
H  5.420  1.184  -2.513
H  2.924  1.162  -2.374
O  -3.947  -2.083  1.512
As  -2.754  -0.804  1.690
O  -2.045  -0.853  3.162
O  -1.758  -1.013  0.370
C  -3.825  0.807  1.544
C  -4.256  1.276  2.779
C  -5.070  2.397  2.875
C  -5.466  3.068  1.731
C  -5.043  2.619  0.487
C  -4.227  1.500  0.401
S  -3.673  1.121  -1.235
O  -4.458  1.843  -2.173
O  -4.073  -0.439  -1.281
O  -2.241  1.239  -1.317
H  -4.117  -2.473  2.380
H  -3.931  0.755  3.672
H  -5.398  2.741  3.847
H  -6.107  3.936  1.796
H  -5.348  3.124  -0.418
C  -3.604  -2.824  -5.667
O  -3.183  -2.481  -4.334
C  -3.918  -1.597  -3.662
S  -5.226  -0.795  -4.145
S  -3.116  -1.539  -2.079
H  -4.608  -3.243  -5.642
H  -2.882  -3.557  -6.011
H  -3.595  -1.938  -6.297
C  2.320  4.185  -1.975
C  1.211  3.386  -1.317
O  0.778  2.270  -2.093
C  -0.072  2.641  -3.185
C  -0.338  1.427  -4.043
H  2.625  4.996  -1.312
H  2.007  4.631  -2.918
H  3.193  3.558  -2.163
H  0.352  4.029  -1.095
H  1.565  2.968  -0.372
H  0.413  3.422  -3.775
H  -1.008  3.041  -2.785
H  0.596  0.986  -4.396
H  -0.928  1.718  -4.913
H  -0.909  0.673  -3.499

Löwdin charges in e: Pb 1.49; C -0.13; N -0.22; C -0.11; C -0.26; C 0.00; C -0.02; C -0.03; C -0.13; N 0.02; C -0.13; C -0.28; C 0.00; C -0.03; C -0.04; C -0.14; N 0.00; C -0.28; C 0.00; C -0.04; C -0.04; C -0.11; N 0.03; H 0.14; H 0.13; H 0.14; H 0.14; H 0.13; H 0.12; H 0.12; H 0.10; H 0.14; H 0.09; H 0.13; H 0.12; H 0.11; H 0.12; H 0.12; H 0.12; H 0.11; H 0.10; O -0.22; As 0.88; O -0.44; O -0.66; C -0.23; C -0.08; C -0.05; C -0.05; C -0.04; C -0.26; S 0.59; O -0.25; O -0.61; O -0.39; H 0.05; H 0.11; H 0.11; H 0.12; H 0.12; C -0.07; O -0.23; C -1.13; S 0.81; S 1.00; H 0.09; H 0.09; H 0.09; C -0.06; C -0.28; O -0.29; C -0.26; C -0.07; H 0.09; H 0.07; H 0.07; H 0.12; H 0.11; H 0.12; H 0.12; H 0.08; H 0.09; H 0.03

No. 2
# C17H16ClIN4O7V

C17H16ClIN4O7V as an isolated structure (ωB97M-V/def2-TZVPD, the OMol25 dataset).

As for the spin multiplicity: 2. The calculation puts the highest occupied orbital energy (alpha / beta) at -6.620 / -5.737 eV. The relative energy (zero: lowest compared OMol25 entry of this formula, charge and spin) is 15.11 kJ/mol. The HOMO-LUMO gap (alpha / beta) comes out at 0.2454 / 0.2131 hartree.

Cartesian coordinates (Å):
V  -0.177  0.381  -0.141
O  -0.064  -2.727  -2.221
C  0.155  -2.050  -1.063
O  -0.929  -1.449  -0.553
C  0.995  -2.924  -0.152
O  1.595  -2.170  0.869
C  2.649  -1.384  0.369
C  2.298  -0.536  -0.838
O  3.015  0.282  -1.314
O  1.058  -0.806  -1.433
H  -0.803  -2.290  -2.662
H  1.743  -3.455  -0.751
H  0.331  -3.652  0.313
H  3.499  -2.014  0.077
H  2.973  -0.702  1.153
Cl  -3.321  6.449  0.336
C  -2.150  5.167  0.164
C  -0.836  5.477  -0.003
C  0.144  4.466  -0.167
I  2.122  4.969  -0.464
C  -0.226  3.145  -0.154
O  0.591  2.123  -0.373
C  -1.602  2.837  0.066
N  -1.876  1.484  0.099
C  -3.132  1.119  0.263
C  -4.185  2.046  0.382
C  -3.928  3.385  0.358
C  -2.590  3.816  0.199
H  -0.532  6.515  -0.025
H  -3.326  0.055  0.293
H  -5.195  1.676  0.499
H  -4.722  4.111  0.453
C  -1.610  -1.380  5.005
N  -0.808  -0.683  4.031
C  0.013  0.472  4.321
C  0.414  0.929  2.925
O  1.195  1.811  2.690
N  -0.283  0.156  1.987
C  -0.956  -0.750  2.689
N  -1.733  -1.677  2.112
H  -1.066  -1.416  5.947
H  -1.778  -2.414  4.705
H  -2.577  -0.897  5.176
H  0.897  0.222  4.907
H  -0.540  1.269  4.825
H  -1.588  -1.840  1.112
H  -2.107  -2.418  2.674

Löwdin charges in e: V 0.94; O 0.11; C -0.63; O -0.18; C -0.10; O -0.10; C -0.09; C -0.46; O 0.16; O -0.02; H 0.13; H 0.15; H 0.15; H 0.15; H 0.15; Cl 0.67; C -0.61; C -0.17; C -0.66; I 0.94; C -0.41; O -0.21; C -0.13; N 0.00; C -0.11; C -0.05; C -0.03; C -0.17; H 0.09; H 0.11; H 0.10; H 0.09; C -0.03; N -0.09; C -0.03; C -0.44; O 0.10; N 0.09; C -0.38; N 0.22; H 0.10; H 0.08; H 0.10; H 0.14; H 0.14; H 0.08; H 0.10